(1)
Below is a molecular structure, C44H35AlBO9S2, with properties calculated with ωB97M-V with the def2-TZVPD basis set.

Atoms and positions in Å:
Al: 0.18399 1.09763 -0.13553
O: -1.84020 -2.00745 -1.65579
C: -1.41303 -1.03288 -0.90766
O: -0.40525 -0.35426 -1.20803
C: -2.48772 -0.32696 -0.10884
O: -1.89867 0.86014 0.39739
C: -2.49107 2.12157 0.00035
C: -1.62602 2.87018 -1.02518
O: -2.10799 3.80285 -1.60357
O: -0.39212 2.42518 -1.16251
H: -1.11342 -2.37693 -2.19184
H: -2.88436 -0.93959 0.69646
H: -3.28203 -0.10251 -0.82375
H: -2.57716 2.72904 0.89909
H: -3.48060 1.96352 -0.42058
C: 8.47701 0.40156 -1.60719
C: 6.97680 0.39376 -1.70909
C: 6.19033 -0.09047 -0.66362
C: 4.81045 -0.08585 -0.74450
C: 4.21182 0.40873 -1.89279
C: 4.96341 0.92940 -2.93717
C: 6.34518 0.90657 -2.84259
S: 2.46273 0.45175 -2.09234
O: 1.93939 0.68188 -0.66076
C: 1.92670 -1.18832 -2.57106
C: 1.31620 -1.13188 -3.84689
C: 0.64948 -2.20730 -4.34463
C: 0.52302 -3.38324 -3.57046
C: -0.22131 -4.49543 -4.04337
C: -0.33419 -5.62452 -3.29026
C: 0.29919 -5.70031 -2.02821
C: 1.02199 -4.65023 -1.54569
C: 1.14927 -3.44902 -2.29495
C: 1.88000 -2.32388 -1.79756
C: 2.69317 -2.57439 -0.56179
C: 3.99278 -3.12342 -0.80271
C: 4.54509 -3.20674 -2.10813
C: 5.80752 -3.68527 -2.30106
C: 6.59019 -4.11874 -1.20867
C: 6.08163 -4.06892 0.05520
C: 4.77429 -3.57539 0.28790
C: 4.22225 -3.54440 1.58903
C: 2.98053 -3.03452 1.80959
C: 2.21857 -2.52152 0.73328
S: 0.70696 -1.59761 1.08714
O: -0.52310 -2.28135 0.52005
C: 0.54671 -1.69842 2.85104
C: -0.50707 -2.40776 3.39963
C: -0.70517 -2.35309 4.77042
C: 0.12976 -1.59729 5.59375
C: -0.09655 -1.53236 7.08047
C: 1.18369 -0.89523 5.01153
C: 1.39670 -0.93704 3.64524
H: 8.82400 -0.22328 -0.78572
H: 8.84018 1.41667 -1.43331
H: 8.93412 0.04632 -2.53057
H: 6.66968 -0.47481 0.22879
H: 4.20288 -0.43394 0.08195
H: 4.47718 1.34596 -3.81143
H: 6.94117 1.30539 -3.65428
H: 1.35783 -0.20612 -4.40883
H: 0.18449 -2.16200 -5.32207
H: -0.69459 -4.42680 -5.01567
H: -0.90441 -6.46856 -3.65495
H: 0.20650 -6.60346 -1.43959
H: 1.49732 -4.72760 -0.57636
H: 3.96773 -2.87523 -2.96053
H: 6.21481 -3.73541 -3.30259
H: 7.58888 -4.49789 -1.38121
H: 6.66544 -4.40784 0.90266
H: 4.80048 -3.93616 2.41724
H: 2.57876 -3.02237 2.81193
H: -1.16981 -2.97404 2.75799
H: -1.53633 -2.89407 5.20688
H: -1.14557 -1.68455 7.33069
H: 0.21978 -0.56944 7.48164
H: 0.48039 -2.30927 7.58663
H: 1.82200 -0.27495 5.62931
H: 2.19945 -0.36035 3.19843
O: -0.52891 1.65317 2.82262
B: 0.51466 1.63870 1.88189
O: 1.70196 2.01198 2.51823
C: 1.38559 2.23357 3.84025
C: 2.21905 2.57510 4.87926
C: 1.63251 2.68454 6.13860
C: 0.27071 2.45765 6.32612
C: -0.56082 2.11400 5.26067
C: 0.03434 2.01030 4.02481
H: 3.27436 2.75385 4.72051
H: 2.24547 2.95869 6.98711
H: -0.15213 2.56025 7.31650
H: -1.62008 1.93658 5.39357

Summary:
LUMO energy in eV: -3.03
Relative energy (zero: lowest compared OMol25 entry of this formula, charge and spin) in kcal/mol: 0.00
HOMO in Ha: -0.395
Total charge: +1
2S+1: 1

(2)
Below is a molecular structure, C44H35AsAuBO5S, with properties calculated with ωB97M-V with the def2-TZVPD basis set.

Atoms and positions in Å:
Au: 0.93861 -0.62827 0.92093
O: -1.40259 -0.80513 0.19980
C: -1.45544 -1.80614 -0.83727
C: -0.08538 -1.91344 -1.57385
O: -0.05208 -2.42040 -2.67750
O: 0.96885 -1.50160 -0.94111
C: -2.60041 -1.41761 -1.76238
C: -2.38801 -0.68631 -2.92659
C: -3.46603 -0.21734 -3.66489
C: -4.76469 -0.46974 -3.24793
C: -4.98325 -1.19371 -2.08364
C: -3.90639 -1.66291 -1.34636
C: -1.66011 -3.15583 -0.16416
C: -1.87876 -4.28536 -0.94938
C: -2.03886 -5.52499 -0.35389
C: -1.97486 -5.65394 1.02894
C: -1.74812 -4.53339 1.81061
C: -1.59457 -3.28646 1.21571
H: -1.71285 0.02836 -0.18310
H: -1.38217 -0.49278 -3.27121
H: -3.28476 0.34406 -4.57312
H: -5.60307 -0.10850 -3.83010
H: -5.99323 -1.39830 -1.75174
H: -4.07640 -2.22727 -0.43734
H: -1.90915 -4.18321 -2.02665
H: -2.21007 -6.39701 -0.97193
H: -2.09683 -6.62570 1.49003
H: -1.68846 -4.61920 2.88913
H: -1.42834 -2.41537 1.83166
S: 1.30904 0.26212 3.02104
C: 0.38035 -0.93503 3.98592
C: 0.99656 -1.90408 4.76188
C: 0.20640 -2.76319 5.51364
C: -1.17543 -2.64172 5.50022
C: -1.77968 -1.65673 4.73071
C: -1.00329 -0.80028 3.96644
H: 2.07148 -2.00320 4.75967
H: 0.67814 -3.53121 6.11224
H: -1.78296 -3.31538 6.09020
H: -2.85776 -1.56434 4.70969
H: -1.46547 -0.05122 3.33391
O: 3.79463 -0.00938 1.65075
B: 2.70964 -0.73544 2.17048
O: 3.09368 -2.03553 2.52421
C: 4.39970 -2.14015 2.09688
C: 5.22394 -3.23737 2.14200
C: 6.51584 -3.06928 1.64161
C: 6.93674 -1.85204 1.12212
C: 6.08604 -0.74649 1.07883
C: 4.81863 -0.92432 1.57840
H: 4.88051 -4.18229 2.53932
H: 7.19893 -3.90782 1.65277
H: 7.94280 -1.75859 0.73605
H: 6.39692 0.20462 0.66976
C: 1.76925 7.19708 -0.58120
C: 2.84017 6.31657 -0.57639
C: 2.61103 4.94691 -0.59892
C: 1.31369 4.44657 -0.63955
C: 0.24321 5.33827 -0.63807
C: 0.47026 6.70623 -0.60923
As: 1.09743 2.50458 -0.69793
C: 0.89406 2.22757 -2.61630
C: 0.46405 3.21624 -3.49617
C: 0.25822 2.91515 -4.83551
C: 0.47110 1.62441 -5.30279
C: 0.90404 0.63488 -4.43147
C: 1.12497 0.93848 -3.09384
C: -0.79688 2.41666 -0.19859
C: -1.12298 2.58370 1.14789
C: -2.43639 2.46380 1.57781
C: -3.44124 2.15026 0.66921
C: -3.13012 1.97968 -0.67145
C: -1.81343 2.12354 -1.10502
H: 1.94450 8.26501 -0.55882
H: 3.85449 6.69347 -0.54948
H: 3.45137 4.26164 -0.58491
H: -0.77405 4.96410 -0.65643
H: -0.36805 7.39148 -0.60892
H: 0.28967 4.22528 -3.14181
H: -0.07096 3.69100 -5.51551
H: 0.30041 1.39171 -6.34635
H: 1.06498 -0.37817 -4.77782
H: 1.45677 0.15730 -2.41942
H: -0.34227 2.80902 1.86570
H: -2.67788 2.60557 2.62420
H: -4.46337 2.03712 1.00716
H: -3.89946 1.71809 -1.38672
H: -1.58453 1.99259 -2.15473

Summary:
LUMO energy in eV: 0.36
Relative energy (zero: lowest compared OMol25 entry of this formula, charge and spin) in kcal/mol: 0.00
HOMO in Ha: -0.306
2S+1: 1

(3)
Below is a molecular structure, C44H36AuBrO3P2, with properties calculated with ωB97M-V with the def2-TZVPD basis set.

Atoms and positions in Å:
Au: -0.22897 0.37672 -0.27799
P: 1.59043 0.08168 -1.76622
C: 0.78643 -0.81084 0.83671
O: 1.20136 -1.73103 1.37076
P: -1.70545 0.40774 1.54239
C: 2.71888 -1.34048 -1.64530
C: 2.66405 1.53376 -1.73215
C: 0.86058 -0.07827 -3.41187
C: -3.32707 -0.27938 1.11644
C: -1.33092 -0.43445 3.11973
C: -1.89472 2.15021 1.96675
C: 2.74477 -2.33778 -2.63291
C: 3.64401 -3.39770 -2.54054
C: 4.54280 -3.46758 -1.47240
C: 4.55234 -2.45501 -0.50626
C: 3.62387 -1.41479 -0.57338
H: 2.04734 -2.30337 -3.46776
H: 3.63145 -4.17431 -3.30050
H: 5.22817 -4.31170 -1.39195
H: 5.27884 -2.48197 0.30319
H: 3.63070 -0.63417 0.18994
C: -0.19196 -0.98894 -3.61079
C: -0.76830 -1.14246 -4.86796
C: -0.28721 -0.38579 -5.93996
C: 0.73831 0.54403 -5.73191
C: 1.30190 0.72936 -4.46777
H: -0.58544 -1.55693 -2.76786
H: -1.58465 -1.85162 -5.00436
H: -0.72122 -0.52065 -6.93629
H: 1.10268 1.14677 -6.56049
H: 2.06531 1.49109 -4.29110
C: 3.97401 1.45018 -2.23807
C: 4.78397 2.58754 -2.25862
C: 4.29411 3.80402 -1.77265
C: 2.99374 3.88678 -1.26320
C: 2.17525 2.75725 -1.23662
H: 4.35717 0.49789 -2.61318
H: 5.79290 2.51531 -2.66371
H: 4.92369 4.69320 -1.79732
H: 2.60401 4.83449 -0.89298
H: 1.15923 2.81625 -0.83825
C: -1.07566 0.26623 4.31229
C: -0.85413 -0.42699 5.50707
C: -0.90401 -1.82581 5.53598
C: -1.15796 -2.53064 4.35071
C: -1.33875 -1.84003 3.14962
H: -1.04988 1.35654 4.30418
H: -0.65174 0.12925 6.42333
H: -0.75681 -2.36434 6.47660
H: -1.21528 -3.62296 4.36554
H: -1.52826 -2.39956 2.22923
C: -3.65855 -0.50618 -0.22369
C: -4.90194 -0.99701 -0.58330
C: -5.84526 -1.31241 0.40104
C: -5.51034 -1.12980 1.75129
C: -4.26190 -0.61384 2.11633
H: -2.93416 -0.31955 -1.00780
H: -5.12712 -1.14783 -1.63859
H: -6.82482 -1.70668 0.11787
H: -6.22621 -1.38972 2.53318
H: -4.00920 -0.48277 3.17007
C: -3.16479 2.69283 2.21493
C: -3.28127 4.03458 2.59132
C: -2.14309 4.84570 2.67588
C: -0.88197 4.31771 2.37293
C: -0.75277 2.97537 2.01255
H: -4.04956 2.05881 2.12696
H: -4.26842 4.43880 2.81823
H: -2.24125 5.88968 2.97958
H: 0.00603 4.94855 2.43086
H: 0.23019 2.57344 1.75463
H: -1.65659 0.66257 -1.91603
H: -1.28633 1.21995 -1.47880
Br: -0.12126 -4.51691 -3.50845
C: 0.36062 -4.91861 -1.73765
C: 1.45029 -5.74910 -1.47411
C: 1.90140 -5.92156 -0.16338
C: 1.16883 -5.36068 0.89026
C: 0.04170 -4.59044 0.62918
C: -0.37645 -4.36003 -0.68825
C: -1.60560 -3.50841 -0.96876
O: -2.66747 -4.11295 -1.19540
O: -1.37652 -2.26128 -0.86307
H: 1.98426 -6.19134 -2.29999
H: 2.83433 -6.44999 0.02398
H: 1.47016 -5.53215 1.91843
H: -0.57281 -4.21298 1.45127

Summary:
LUMO energy (spin up / spin down) in eV: -6.38 / -8.78
HOMO (spin up / spin down) in Ha: -0.487 / -0.512
Total charge: +2
2S+1: 3
<S²>: 2.016

(4)
Below is a molecular structure, C44H36ClGaN4O2P2S, with properties calculated with ωB97M-V with the def2-TZVPD basis set.

Atoms and positions in Å:
Ga: 0.70957 -0.03615 -0.89815
N: -0.54356 -1.04268 1.90258
P: 0.93807 -0.52050 2.43023
C: 0.63328 0.13634 4.08818
C: 0.23369 1.44753 4.12998
C: 0.03876 2.05230 5.34442
C: 0.20984 1.36845 6.50763
C: 0.70143 0.07924 6.53790
C: 0.95568 -0.51541 5.30725
C: 1.82823 -2.06226 2.73481
C: 3.01218 -1.95242 3.50158
C: 3.83720 -3.04533 3.66674
C: 3.54332 -4.29818 3.09259
C: 2.34679 -4.44723 2.43630
C: 1.53840 -3.32846 2.22555
P: -1.13963 -0.44258 0.50492
C: -2.53185 -1.61159 -0.07095
C: -3.86854 -1.14607 0.03397
C: -4.88577 -2.10268 -0.06729
C: -4.58107 -3.43467 -0.32035
C: -3.22708 -3.85370 -0.48452
C: -2.23847 -2.91009 -0.38129
C: -1.87926 1.15381 0.72174
C: -2.16471 1.77969 1.89334
C: -2.68364 3.07351 1.90268
C: -2.73356 3.72453 0.73750
C: -2.41341 3.16967 -0.50755
C: -1.92762 1.87528 -0.49212
H: -1.17586 -1.62105 2.46111
H: -0.04829 1.90920 3.20596
H: -0.28522 3.03725 5.55210
H: -0.08785 1.93036 7.39423
H: 0.84436 -0.46289 7.47838
H: 1.29619 -1.51580 5.35426
H: 3.23533 -0.98300 3.93464
H: 4.65730 -3.03487 4.33650
H: 4.27631 -5.07690 3.20892
H: 2.02425 -5.43328 2.06670
H: 0.60877 -3.46923 1.64125
H: -4.07841 -0.13162 0.28549
H: -5.92588 -1.81492 0.19471
H: -5.27228 -4.18328 -0.36135
H: -3.03677 -4.90692 -0.58571
H: -1.30895 -3.38337 -0.50964
H: -2.05849 1.33030 2.89126
H: -2.78911 3.55392 2.86867
H: -3.16997 4.71172 0.75368
H: -2.50232 3.82157 -1.34907
H: -1.64406 1.37955 -1.38154
O: -0.20106 -1.84689 -2.82348
S: -0.04381 -0.72958 -3.80707
O: 0.75139 -0.96991 -4.97698
N: 0.45102 0.39172 -2.71866
C: 0.75478 1.72923 -3.04864
C: 1.12823 2.11209 -4.34448
C: 1.56623 3.43284 -4.55880
C: 1.97870 4.15248 -3.43079
C: 1.83017 3.70234 -2.13565
C: 2.29180 4.45150 -1.03931
C: 2.18793 3.88395 0.18529
C: 1.73993 2.60398 0.31874
N: 1.25978 1.90758 -0.71253
C: 1.20832 2.47599 -1.95683
C: -1.66786 -0.13115 -4.38531
C: -1.71267 0.40358 -5.63887
C: -2.84533 1.07772 -6.03478
C: -3.98638 1.13986 -5.21421
C: -4.00027 0.38905 -4.06138
C: -2.81978 -0.20955 -3.57519
H: 0.89257 1.54101 -5.19628
H: 1.66393 3.88517 -5.55368
H: 2.36817 5.19776 -3.53174
H: 2.73050 5.44140 -1.23504
H: 2.43396 4.42616 1.09116
H: 1.78586 2.06926 1.29215
H: -0.85125 0.34408 -6.34310
H: -2.84822 1.52552 -7.00526
H: -4.78308 1.76587 -5.43128
H: -4.95291 0.29848 -3.46525
H: -2.82747 -0.83318 -2.69444
Cl: 5.78381 -1.07061 0.88820
C: 4.34047 -1.59359 0.13525
C: 4.20358 -2.93600 -0.21558
C: 3.07740 -3.43213 -0.81030
C: 2.03832 -2.58082 -0.96139
N: 2.16707 -1.27924 -0.60872
C: 3.25331 -0.80009 0.00583
H: 5.07922 -3.62133 -0.17879
H: 3.06999 -4.48523 -1.14901
H: 1.04162 -2.86586 -1.35027
H: 3.19470 0.26946 0.35822

Summary:
LUMO energy in eV: -5.81
Relative energy (zero: lowest compared OMol25 entry of this formula, charge and spin) in kcal/mol: 0.00
HOMO in Ha: -0.492
Total charge: +2
2S+1: 1

no.,strongest force on any atom (eV Å⁻¹)
1,1.227
2,0.736
3,6.423
4,3.400